# C6H6O

C6H6O in the gas phase at a distorted geometry (wB97M-V/def2-TZVPD, OMol25).

Structure (ORCA input):
```
! RIJCOSX wB97M-V def2-TZVPD def2/J DEFGRID3
* xyz 0 1
C 2.5964 -0.6992 0.1021
C 1.3569 -0.2140 0.3040
C 0.7386 0.9571 0.6817
C -0.4359 1.4964 0.4976
C -1.3467 0.7353 -0.4801
O -0.7579 -0.4622 -0.9108
C 0.0501 -1.1000 0.0380
H 2.6537 -1.5161 -0.6291
H -0.8681 2.2806 1.1097
H -2.2670 0.5279 0.0894
H -1.6070 1.3009 -1.3789
H 0.3533 -2.0431 -0.4152
H -0.4666 -1.2636 0.9915
*
```

Computed properties:
* HOMO-LUMO gap (spin up / spin down): 0.3081 / 0.2656 hartree
* energy relative to the best compared isomer or geometry (same formula, charge and spin): 147.70 kcal/mol
* LUMO (spin up / spin down): -0.69 / -0.91 eV